{"formula": "CH4N3O3", "method": "wB97M-V/def2-TZVPD", "species": ["N", "N", "N", "O", "C", "O", "O", "H", "H", "H", "H"], "positions_angstrom": [[1.11, -0.66, -0.13], [-0.17, -0.63, -0.58], [-0.72, 0.64, -0.66], [-0.60, 1.27, 0.70], [-2.40, 0.74, -1.01], [-2.68, 0.28, -2.10], [-3.00, 1.30, -0.14], [1.05, -0.09, 0.65], [1.65, -0.37, -0.90], [-0.61, -1.48, -0.02], [-1.53, 1.60, 0.92]], "mulliken_charge": [-0.653, -0.090, -0.113, -0.548, 0.625, -0.625, -0.682, 0.295, 0.239, 0.209, 0.345], "smiles": "NNN(O)C(=O)[O-]", "e_homo_ev": -4.04, "relative_energy_kj_mol": 120.4, "lumo_energy_ha": 0.16208, "e_tot_ev": -11712.8428, "total_charge": -1, "orbital_gap_ev": 8.5}



{"formula": "C3F2NO2", "method": "wB97M-V/def2-TZVPD", "species": ["C", "C", "C", "N", "O", "O", "F", "F"], "positions_angstrom": [[-1.46, -0.59, 0.20], [1.56, -0.22, -0.62], [-0.53, 0.46, 0.33], [-1.90, -1.67, 0.15], [2.25, -0.20, 0.36], [1.22, -0.41, -1.75], [-0.87, 1.67, -0.33], [-0.28, 0.96, 1.66]], "mulliken_charge": [0.198, 0.759, 0.170, -0.550, -0.490, -0.487, -0.302, -0.298], "e_homo_ev": -3.50, "relative_energy_kj_mol": 78.4, "lumo_energy_ha": 0.14611, "e_tot_ev": -14131.3217, "total_charge": -1, "orbital_gap_ev": 7.5}



{"formula": "C7H9NS", "method": "wB97M-V/def2-TZVPD", "species": ["C", "C", "C", "C", "C", "C", "C", "N", "S", "H", "H", "H", "H", "H", "H", "H", "H", "H"], "positions_angstrom": [[1.16, -1.02, -2.37], [-0.64, -0.94, -0.62], [0.48, -0.82, -1.21], [2.56, -0.03, 0.08], [3.54, 0.34, -0.87], [-2.38, -0.09, 0.97], [-0.88, -0.60, 0.87], [1.87, -1.07, -3.30], [2.46, -0.33, 1.61], [-1.57, -1.26, -1.01], [4.50, -0.13, -0.84], [3.12, 0.25, -1.87], [3.89, 1.33, -0.63], [-2.70, 0.37, 1.94], [-2.71, 0.45, 0.05], [-3.04, -0.93, 1.03], [-0.25, 0.19, 1.08], [-0.72, -1.46, 1.36]], "mulliken_charge": [0.190, -0.104, -0.207, 0.265, -0.791, -1.276, -0.352, -0.573, -0.229, 0.478, 0.342, 0.225, 0.287, 0.327, 0.350, 0.357, 0.310, 0.402], "e_homo_ev": [-8.21, -7.86], "relative_energy_kj_mol": 455.3, "lumo_energy_ha": [-0.02240, -0.03286], "e_tot_ev": -19724.7201, "total_charge": 0, "orbital_gap_ev": [7.6, 7.0]}



{"formula": "C2H32O15", "method": "wB97M-V/def2-TZVPD", "species": ["O", "H", "H", "O", "H", "H", "O", "H", "H", "O", "H", "H", "O", "H", "H", "O", "H", "H", "O", "H", "H", "O", "H", "H", "O", "H", "H", "O", "H", "H", "O", "H", "H", "O", "H", "H", "O", "H", "H", "C", "C", "O", "O", "H", "H", "H", "H", "H", "H"], "positions_angstrom": [[-17.12, -20.20, -5.91], [-16.54, -20.16, -5.19], [-17.94, -19.83, -5.58], [-19.45, -24.18, -5.45], [-20.17, -24.32, -4.78], [-18.70, -23.63, -5.07], [-17.42, -24.98, -8.75], [-16.59, -24.52, -8.97], [-18.21, -24.48, -9.08], [-15.08, -25.19, -5.23], [-15.12, -25.45, -4.30], [-15.94, -25.33, -5.64], [-14.93, -24.19, -9.26], [-14.42, -23.93, -8.52], [-15.17, -23.60, -9.92], [-14.26, -21.07, -9.19], [-13.40, -20.87, -9.49], [-14.21, -21.60, -8.40], [-17.44, -25.94, -6.15], [-18.21, -25.48, -5.95], [-17.46, -26.15, -7.08], [-14.57, -22.76, -4.51], [-13.62, -22.67, -4.40], [-14.65, -23.69, -4.74], [-13.99, -22.78, -7.09], [-13.03, -22.71, -7.14], [-14.28, -22.50, -6.20], [-17.54, -22.65, -4.19], [-17.80, -21.78, -3.87], [-17.11, -22.57, -5.05], [-16.87, -22.96, -6.75], [-15.99, -22.63, -6.77], [-16.92, -23.89, -6.95], [-19.66, -22.29, -7.49], [-19.48, -23.17, -7.14], [-20.09, -21.62, -6.92], [-19.96, -26.10, -7.54], [-19.59, -25.20, -7.29], [-20.59, -25.94, -8.23], [-17.19, -20.88, -9.69], [-18.55, -20.18, -9.89], [-19.28, -19.86, -8.73], [-17.33, -22.25, -9.35], [-16.61, -20.40, -8.89], [-16.69, -20.84, -10.62], [-19.20, -20.81, -10.58], [-18.39, -19.29, -10.47], [-19.49, -20.66, -8.32], [-17.29, -22.33, -8.40]], "mulliken_charge": [-0.558, 0.259, 0.247, -0.611, 0.202, 0.442, -0.559, 0.385, 0.280, -0.755, 0.325, 0.351, -0.738, 0.326, 0.310, -0.566, 0.272, 0.409, -0.807, 0.414, 0.305, -0.733, 0.300, 0.467, -0.704, 0.262, 0.168, -0.746, 0.302, 0.313, 1.221, -0.211, -0.123, -0.738, 0.152, 0.256, -0.668, 0.212, 0.295, -0.345, -0.612, -0.548, -0.312, 0.260, 0.364, 0.221, 0.451, 0.450, 0.112], "e_homo_ev": -9.08, "relative_energy_kj_mol": 264.2, "lumo_energy_ha": -0.00487, "e_tot_ev": -33305.6505, "total_charge": 0, "orbital_gap_ev": 8.9}



{"formula": "C39H87AlCl2N9O9S3", "method": "wB97M-V/def2-TZVPD", "species": ["C", "C", "C", "C", "N", "C", "C", "C", "C", "Al", "Cl", "C", "C", "C", "C", "S", "O", "O", "Cl", "N", "C", "C", "C", "S", "S", "C", "C", "C", "H", "H", "H", "H", "H", "H", "H", "H", "H", "H", "H", "H", "H", "H", "H", "H", "H", "H", "H", "H", "H", "H", "H", "H", "H", "H", "H", "H", "H", "H", "H", "H", "H", "H", "H", "H", "H", "H", "C", "C", "O", "N", "C", "H", "H", "H", "H", "H", "H", "H", "C", "C", "O", "N", "C", "H", "H", "H", "H", "H", "H", "H", "C", "C", "O", "N", "C", "H", "H", "H", "H", "H", "H", "H", "C", "C", "O", "N", "C", "H", "H", "H", "H", "H", "H", "H", "C", "C", "O", "N", "C", "H", "H", "H", "H", "H", "H", "H", "C", "C", "O", "N", "C", "H", "H", "H", "H", "H", "H", "H", "C", "C", "O", "N", "C", "H", "H", "H", "H", "H", "H", "H"], "positions_angstrom": [[0.04, -5.55, -4.68], [-0.91, -4.68, -5.52], [-0.50, -3.20, -5.66], [-1.70, -2.24, -5.76], [-1.71, -1.50, -7.05], [-1.30, -0.08, -6.84], [0.15, 0.02, -6.40], [0.72, 1.45, -6.56], [0.66, 2.35, -5.30], [-0.94, 2.29, -4.09], [-2.71, 3.01, -5.29], [-0.86, 3.61, -2.56], [-1.95, 3.25, -1.54], [-1.99, 4.11, -0.26], [-1.97, 3.27, 1.03], [-0.30, 3.01, 1.56], [0.50, 2.41, 0.55], [0.17, 4.20, 2.20], [-0.54, 1.58, 3.03], [-1.44, 0.56, -3.51], [-0.66, -0.15, -2.50], [0.80, 0.26, -2.42], [-2.97, -1.51, -7.68], [-4.40, -1.22, -6.97], [-2.76, -1.75, -9.44], [-4.21, -2.68, -9.99], [-5.60, -2.02, -9.96], [-6.43, -2.40, -11.19], [0.46, -6.37, -5.27], [-0.49, -6.02, -3.86], [0.86, -4.98, -4.25], [-1.03, -5.12, -6.51], [-1.91, -4.72, -5.07], [0.14, -3.07, -6.53], [0.11, -2.94, -4.79], [-2.62, -2.81, -5.66], [-1.66, -1.51, -4.94], [-1.98, 0.39, -6.12], [-1.40, 0.45, -7.79], [0.27, -0.30, -5.36], [0.72, -0.68, -7.02], [1.77, 1.34, -6.86], [0.22, 1.94, -7.40], [1.58, 2.20, -4.73], [0.71, 3.39, -5.66], [0.12, 3.68, -2.08], [-1.12, 4.57, -2.99], [-1.82, 2.20, -1.25], [-2.92, 3.30, -2.05], [-2.93, 4.66, -0.22], [-1.17, 4.83, -0.26], [-2.49, 3.73, 1.87], [-2.43, 2.29, 0.87], [-2.39, 0.63, -3.17], [-1.10, -0.05, -1.49], [-0.67, -1.24, -2.71], [1.29, 0.17, -3.39], [0.93, 1.28, -2.05], [1.33, -0.41, -1.73], [-4.22, -3.64, -9.47], [-3.96, -2.90, -11.03], [-6.12, -2.31, -9.05], [-5.47, -0.94, -9.89], [-6.22, -3.42, -11.52], [-6.20, -1.73, -12.02], [-7.50, -2.32, -10.97], [-3.34, 8.40, -3.28], [-2.12, 7.60, -3.67], [-1.49, 6.94, -2.87], [-1.76, 7.62, -4.98], [-2.39, 8.31, -6.08], [-3.50, 8.27, -2.21], [-3.20, 9.46, -3.49], [-4.23, 8.05, -3.81], [-0.96, 7.04, -5.18], [-2.74, 7.60, -6.84], [-1.69, 9.01, -6.56], [-3.25, 8.88, -5.73], [3.47, -4.43, -1.04], [4.12, -5.11, -2.22], [3.79, -4.89, -3.37], [5.12, -6.00, -1.96], [5.66, -6.42, -0.69], [2.71, -3.74, -1.41], [3.00, -5.15, -0.37], [4.20, -3.87, -0.46], [5.50, -6.41, -2.80], [6.73, -6.19, -0.65], [5.54, -7.49, -0.56], [5.16, -5.91, 0.13], [-5.92, 6.38, 3.99], [-4.75, 5.58, 3.46], [-4.91, 4.57, 2.80], [-3.50, 6.04, 3.75], [-3.13, 7.21, 4.51], [-6.83, 5.88, 3.67], [-5.90, 6.43, 5.08], [-5.91, 7.40, 3.60], [-2.76, 5.47, 3.37], [-2.55, 7.90, 3.90], [-2.53, 6.94, 5.38], [-4.01, 7.73, 4.86], [2.34, 0.41, 4.60], [2.50, -0.93, 5.26], [2.50, -1.97, 4.61], [2.65, -0.95, 6.61], [2.68, 0.18, 7.52], [2.22, 0.26, 3.53], [1.46, 0.93, 4.99], [3.22, 1.04, 4.77], [2.74, -1.87, 7.00], [3.63, 0.18, 8.06], [1.88, 0.10, 8.25], [2.57, 1.11, 6.98], [-1.82, -0.14, 8.67], [-1.33, 0.22, 7.28], [-0.45, 1.04, 7.11], [-1.91, -0.42, 6.24], [-2.95, -1.43, 6.26], [-1.26, 0.45, 9.39], [-2.88, 0.08, 8.78], [-1.66, -1.20, 8.88], [-1.56, -0.14, 5.33], [-2.60, -2.35, 5.81], [-3.83, -1.08, 5.72], [-3.25, -1.64, 7.29], [3.41, -5.21, 4.24], [4.03, -5.93, 3.06], [3.70, -5.71, 1.91], [4.99, -6.86, 3.34], [5.51, -7.25, 4.63], [2.68, -4.50, 3.88], [2.92, -5.92, 4.91], [4.17, -4.67, 4.80], [5.37, -7.31, 2.52], [6.58, -7.06, 4.69], [5.34, -8.32, 4.81], [5.02, -6.69, 5.41], [5.66, 0.20, 10.86], [4.93, -1.09, 10.58], [3.75, -1.11, 10.28], [5.65, -2.25, 10.66], [7.05, -2.41, 10.98], [4.95, 1.01, 10.76], [6.07, 0.21, 11.88], [6.48, 0.35, 10.16], [5.11, -3.07, 10.45], [7.59, -2.89, 10.15], [7.17, -3.03, 11.87], [7.51, -1.45, 11.17]], "mulliken_charge": [-1.002, -0.494, -0.420, -0.751, 0.174, -0.897, 0.515, -1.372, -0.433, -0.833, -0.521, 0.034, -0.089, -1.030, -0.519, 0.875, -0.381, -0.568, -0.226, -0.138, -0.363, -0.983, 0.015, -0.265, -0.118, -0.825, -0.180, -1.337, 0.301, 0.271, 0.240, 0.275, 0.365, 0.276, 0.218, 0.805, -0.003, 0.306, 0.530, -0.635, 0.542, 0.336, 0.326, 0.370, 0.477, 0.407, -0.253, -0.166, 0.278, 0.319, 0.467, 0.284, 0.520, 0.253, 0.360, 0.360, 0.184, 0.096, 0.460, 0.373, 0.449, 0.304, 0.323, 0.355, 0.310, 0.365, -1.396, 0.887, -0.624, -0.130, -0.888, 0.292, 0.369, 0.370, 0.207, 0.288, 0.302, 0.320, -1.007, 0.693, -0.666, -0.150, -0.519, 0.222, 0.279, 0.362, 0.240, 0.284, 0.286, -0.006, -1.461, 1.006, -0.623, -0.036, -0.911, 0.312, 0.368, 0.351, 0.107, 0.290, 0.287, 0.356, -1.153, 0.726, -0.639, -0.072, -0.721, 0.280, 0.278, 0.375, 0.200, 0.146, 0.195, 0.367, -1.508, 0.939, -0.617, -0.016, -0.943, 0.315, 0.429, 0.366, 0.112, 0.295, 0.296, 0.361, -1.404, 0.863, -0.593, -0.128, -0.912, 0.287, 0.376, 0.392, 0.195, 0.290, 0.291, 0.335, -1.384, 0.792, -0.616, -0.163, -0.824, 0.290, 0.463, 0.363, 0.232, 0.282, 0.284, 0.308], "e_homo_ev": -4.24, "lumo_energy_ha": 0.05248, "e_tot_ev": -137846.7022, "total_charge": -1, "orbital_gap_ev": 5.7}



{"formula": "C5H7NO", "method": "wB97M-V/def2-TZVPD", "species": ["C", "C", "C", "N", "C", "O", "C", "H", "H", "H", "H", "H", "H", "H"], "positions_angstrom": [[0.20, -1.97, 0.18], [0.08, -0.49, 0.18], [-1.09, -0.04, -0.25], [-1.03, 1.33, -0.56], [0.22, 1.84, -0.23], [0.57, 2.99, -0.37], [1.01, 0.68, 0.41], [0.95, -2.32, 0.91], [0.48, -2.38, -0.79], [-0.89, -2.29, 0.21], [-1.85, -0.83, -0.42], [-1.79, 1.95, -0.75], [1.11, 0.94, 1.47], [2.02, 0.59, 0.01]], "mulliken_charge": [-1.163, 0.564, -0.552, -0.069, 0.193, -0.608, -0.237, 0.316, 0.260, 0.298, 0.259, 0.222, 0.224, 0.294], "smiles": "CC1=CNC(=O)C1", "e_homo_ev": -8.30, "relative_energy_kj_mol": 77.7, "lumo_energy_ha": 0.03063, "e_tot_ev": -8835.3977, "total_charge": 0, "orbital_gap_ev": 9.1}